The following is a quantum chemistry calculation of a 2-piece molecular cluster, C30H51O7PS overall, from the Open Molecules 2025 dataset.

Structure (XYZ):
```
90
Properties=species:S:1:pos:R:3:forces:R:3:mulliken_charge:R:1
C -1.24915 6.95696 -5.04678 -0.163 0.088 0.211 -1.122
C -0.61425 8.11660 -4.27290 0.091 -0.180 0.074 -0.516
C 0.15230 7.65613 -3.03023 -0.338 -0.049 0.116 -0.709
C -0.72793 6.94700 -1.98387 0.335 0.160 0.030 -0.502
C 0.01249 5.88401 -1.16915 -0.253 -0.072 0.097 -0.804
C -0.92412 4.86912 -0.48499 0.298 0.036 0.010 -0.369
C -0.46901 4.43031 0.91645 -0.057 -0.268 -0.234 -1.191
C -0.82238 2.96658 1.21117 -0.064 0.189 -0.213 -0.535
C 0.11156 1.97171 0.48463 -0.137 0.067 0.250 -0.738
C 0.69928 0.88585 1.40644 -0.349 0.193 0.001 -0.474
C -0.20070 -0.35784 1.44275 0.148 0.183 -0.083 -0.769
C 0.42991 -1.68402 1.83052 -0.756 -0.144 -0.244 1.931
O 0.58872 -1.92338 3.19972 0.158 0.178 0.003 -0.556
C 1.10736 -0.89193 4.03996 0.078 0.051 0.193 -0.799
C 2.59522 -0.61607 3.90598 0.126 0.061 0.252 -0.398
C 3.48141 -1.70373 4.54408 -0.027 0.232 -0.104 -0.517
C 4.81940 -1.91067 3.82808 0.148 -0.160 0.226 -1.175
C -0.39958 -2.92043 1.36838 0.165 -0.330 0.224 -1.794
C 0.64541 -3.83649 0.68323 0.237 0.602 0.046 2.530
C 0.39643 -5.33833 0.83359 -0.271 -0.106 -0.099 -1.202
O 1.56106 -6.11833 0.96622 -0.014 -0.012 0.096 -0.487
C 2.33562 -6.26526 -0.16459 -0.026 -0.003 -0.175 0.606
C 3.69995 -6.06376 -0.03003 0.228 -0.056 0.007 -0.262
C 4.53000 -6.22214 -1.13049 -0.134 0.005 0.080 -0.603
C 4.00081 -6.58309 -2.36313 0.168 0.043 0.070 -0.481
C 2.63763 -6.80100 -2.48386 0.024 0.003 -0.020 -0.573
C 1.79982 -6.64709 -1.38946 -0.045 0.012 0.098 -0.221
P 0.64869 -3.31232 -1.09896 0.001 -0.665 -0.437 0.375
O -0.08499 -4.23473 -1.99871 -0.163 0.172 0.122 -0.769
C 1.92566 -3.21814 1.23827 -0.081 0.099 0.148 -0.601
O 2.92407 -3.67786 1.68224 -0.081 0.043 -0.384 -0.443
O 1.69211 -1.84502 1.15311 0.285 -0.259 0.541 -0.396
H -2.20485 6.65984 -4.61154 0.023 -0.016 -0.004 0.302
H -1.44351 7.22940 -6.08401 0.049 -0.050 -0.017 0.354
H -0.60299 6.07732 -5.01676 0.054 0.017 -0.162 0.280
H -1.38252 8.83163 -3.96542 0.000 0.056 -0.132 0.276
H 0.08041 8.63988 -4.93384 -0.030 0.101 0.050 0.370
H 0.95635 6.98324 -3.34257 0.050 0.052 -0.006 0.364
H 0.60057 8.53007 -2.55206 0.247 -0.067 -0.089 0.359
H -1.07813 7.70938 -1.28283 -0.335 -0.068 -0.053 0.283
H -1.60419 6.50049 -2.45618 0.004 -0.051 -0.036 0.330
H 0.68951 5.33577 -1.82911 0.126 0.040 0.062 0.321
H 0.62219 6.37479 -0.40579 0.111 0.028 -0.079 0.308
H -1.92965 5.29028 -0.42173 -0.073 -0.094 -0.014 0.476
H -0.97704 3.97992 -1.11799 -0.204 0.036 -0.057 0.255
H 0.61794 4.53762 0.97696 0.005 0.108 0.189 0.445
H -0.93062 5.07438 1.66713 0.157 0.106 0.040 0.378
H -0.79540 2.79846 2.29031 0.017 -0.069 0.014 0.518
H -1.85186 2.80357 0.88236 -0.052 -0.099 0.180 0.009
H 0.93066 2.53356 0.02955 0.003 -0.030 -0.058 0.566
H -0.45864 1.49908 -0.31785 0.198 -0.004 -0.162 0.254
H 0.76544 1.32708 2.40122 0.271 -0.070 0.028 0.191
H 1.70821 0.61415 1.09643 -0.051 -0.062 -0.082 0.422
H -1.07079 -0.21493 2.08956 -0.013 0.062 -0.041 0.384
H -0.59697 -0.47085 0.43012 -0.023 -0.160 0.036 0.000
H 0.52653 0.02186 3.91947 -0.090 -0.007 -0.121 0.256
H 0.91095 -1.24909 5.05350 -0.030 -0.046 -0.041 0.517
H 2.76299 0.32461 4.44257 0.067 0.036 -0.110 0.521
H 2.88782 -0.43182 2.87277 -0.142 -0.108 -0.058 0.215
H 2.91735 -2.63684 4.59358 0.097 -0.082 -0.055 0.327
H 3.68675 -1.40054 5.57372 -0.132 -0.099 0.044 0.467
H 5.61046 -2.13652 4.54683 -0.014 -0.010 -0.028 0.393
H 4.78250 -2.74232 3.12721 -0.097 0.127 -0.132 0.134
H 5.12633 -1.01264 3.29052 -0.008 0.019 -0.029 0.337
H -0.78253 -3.39015 2.27258 -0.065 -0.102 -0.085 0.616
H -1.24234 -2.69229 0.71872 0.031 0.207 0.003 -0.471
H -0.20670 -5.50959 1.72531 0.205 -0.032 0.106 0.446
H -0.20317 -5.66487 -0.02200 -0.026 0.019 0.042 0.371
H 4.10128 -5.78674 0.93471 -0.075 0.039 -0.015 0.484
H 5.59102 -6.04825 -1.01123 0.035 -0.033 -0.064 0.375
H 4.65835 -6.69349 -3.21526 -0.052 -0.026 -0.043 0.398
H 2.21898 -7.09526 -3.43654 -0.034 0.007 -0.018 0.376
H 0.73761 -6.81642 -1.49298 0.010 0.012 -0.036 0.290
H 2.00006 -3.12294 -1.44042 0.049 0.097 0.084 0.100
H 0.11444 -2.01541 -1.05723 0.128 0.112 0.047 -0.033
C -5.13689 -2.01955 -0.83062 -0.026 0.052 0.025 -0.703
C -6.09390 -0.94916 -1.37209 0.046 0.002 0.013 -0.628
C -5.67733 0.39181 -0.75582 -0.174 -0.030 -0.083 -0.900
S -3.91154 0.26666 -0.42883 0.022 -0.145 -0.125 1.462
O -3.69016 0.32186 0.99547 0.028 0.043 0.019 -0.676
O -3.17547 1.13790 -1.30955 0.057 0.065 0.092 -0.707
C -3.73736 -1.43274 -0.97184 -0.082 -0.134 -0.043 0.047
H -5.22797 -2.95869 -1.37349 -0.001 -0.005 -0.002 0.400
H -5.35252 -2.21668 0.22165 0.016 -0.005 0.005 0.333
H -6.00659 -0.89885 -2.45879 0.019 0.002 -0.002 0.292
H -7.13177 -1.17836 -1.13683 -0.008 0.005 -0.004 0.353
H -5.83868 1.23499 -1.42232 0.047 0.055 0.045 0.377
H -6.16521 0.57524 0.19938 0.063 0.002 0.039 0.369
H -2.98885 -1.92170 -0.35441 0.048 0.071 0.022 -0.455
H -3.41133 -1.41084 -2.01138 0.023 0.018 0.001 0.438
```
Positions in Å, forces in eV/Å.

## Properties
SMILES: CCCCCCCCCCC[C@@]1(OCCCC)C[C@@](COc2ccccc2)([PH2]=O)C(=O)O1.O=S1(=O)CCCC1
E_HOMO, eV: -8.670
Spin multiplicity: 1
F_max, eV/Å: 0.81
HOMO-LUMO gap, Ha: 0.3321